The following is a DFT calculation (ωB97M-V/def2-TZVPD) of a cluster of 8 separate species, C63H77ClN5OS2 in total.

Structure (ORCA input):
```
! wB97M-V def2-TZVPD RIJCOSX def2/J DEFGRID3
* xyz 1 1
C -4.02 -7.43 -0.08
C -3.45 -6.20 0.70
C -3.62 -4.93 -0.20
C -3.45 -3.66 0.70
C -2.28 -2.72 0.24
C -2.65 -1.28 0.74
C -1.41 -0.36 0.93
C -1.23 0.61 -0.26
C -0.12 1.70 0.03
N 0.94 1.07 0.88
C 1.82 0.30 0.00
C 3.03 1.23 -0.33
C 2.97 2.15 -1.56
C 2.67 1.44 -2.89
O 1.73 1.79 -3.54
Cl 3.72 0.12 -3.46
N 3.01 2.11 0.88
C 1.81 1.94 1.56
N 1.54 2.47 2.71
C 0.24 2.23 3.38
C 0.18 0.85 4.09
C -0.89 0.95 5.22
S -2.47 1.62 4.59
C -3.48 0.22 4.07
S -3.64 -1.06 5.06
N -4.10 0.29 2.83
C -4.01 1.25 1.85
C -4.82 0.86 0.84
N -5.43 -0.34 1.19
C -5.01 -0.65 2.36
H -5.03 -7.62 0.30
H -3.37 -8.29 0.13
H -4.04 -7.17 -1.14
H -3.94 -6.02 1.67
H -2.36 -6.30 0.88
H -4.60 -4.90 -0.68
H -2.81 -4.92 -0.95
H -3.32 -3.90 1.77
H -4.37 -3.05 0.64
H -2.27 -2.77 -0.86
H -1.32 -3.05 0.65
H -3.06 -1.45 1.75
H -3.41 -0.88 0.05
H -0.54 -1.00 1.12
H -1.61 0.24 1.84
H -0.92 0.02 -1.14
H -2.15 1.17 -0.49
H -0.55 2.62 0.45
H 0.31 1.95 -0.95
H 1.42 -0.07 -0.94
H 2.22 -0.58 0.53
H 3.99 0.69 -0.29
H 2.18 2.90 -1.40
H 3.92 2.71 -1.66
H 3.07 3.07 0.55
H 2.27 3.06 3.11
H -0.53 2.27 2.61
H 0.11 3.02 4.13
H -0.20 0.11 3.37
H 1.14 0.53 4.51
H -1.06 -0.07 5.60
H -0.49 1.57 6.03
H -3.39 2.14 1.93
H -5.02 1.37 -0.10
H -5.32 -1.56 2.86
C 0.51 7.91 -0.96
C 0.70 7.77 -2.33
C 0.90 6.51 -2.87
C 0.92 5.39 -2.05
C 0.73 5.54 -0.68
C 0.53 6.80 -0.13
H 0.35 8.89 -0.53
H 0.68 8.64 -2.97
H 1.05 6.40 -3.94
H 1.07 4.41 -2.48
H 0.74 4.66 -0.04
H 0.39 6.91 0.94
C -0.70 4.74 9.23
C -1.32 3.94 8.29
C -1.38 4.34 6.96
C -0.81 5.55 6.58
C -0.19 6.35 7.52
C -0.14 5.95 8.85
H -0.66 4.43 10.27
H -1.76 2.99 8.58
H -1.87 3.72 6.22
H -0.85 5.86 5.54
H 0.26 7.30 7.22
H 0.34 6.58 9.59
C 4.07 -5.78 -3.24
C 5.22 -6.12 -2.54
C 6.12 -5.13 -2.17
C 5.86 -3.80 -2.49
C 4.71 -3.47 -3.18
C 3.81 -4.46 -3.57
H 3.37 -6.55 -3.54
H 5.41 -7.15 -2.29
H 7.02 -5.39 -1.63
H 6.56 -3.03 -2.19
H 4.51 -2.43 -3.43
H 2.92 -4.19 -4.12
C -5.26 -5.98 8.07
C -5.84 -6.75 7.07
C -5.87 -6.29 5.76
C -5.31 -5.06 5.45
C -4.72 -4.29 6.44
C -4.69 -4.75 7.75
H -5.23 -6.33 9.09
H -6.28 -7.71 7.32
H -6.34 -6.89 4.99
H -5.33 -4.71 4.42
H -4.27 -3.34 6.19
H -4.24 -4.14 8.52
C 4.23 -1.80 -6.72
C 5.52 -2.22 -7.04
C 5.73 -3.02 -8.15
C 4.66 -3.40 -8.95
C 3.37 -2.98 -8.63
C 3.16 -2.19 -7.51
H 4.06 -1.18 -5.85
H 6.35 -1.91 -6.42
H 6.73 -3.35 -8.40
H 4.83 -4.02 -9.82
H 2.54 -3.28 -9.25
H 2.16 -1.87 -7.26
C 1.20 11.66 1.62
C 0.51 12.79 2.01
C -0.54 12.69 2.91
C -0.89 11.45 3.43
C -0.19 10.31 3.05
C 0.85 10.42 2.14
H 2.02 11.74 0.92
H 0.78 13.76 1.61
H -1.09 13.57 3.21
H -1.71 11.37 4.14
H -0.46 9.35 3.46
H 1.40 9.53 1.83
C 2.10 -7.56 -9.30
C 1.54 -8.44 -10.22
C 1.59 -8.15 -11.58
C 2.22 -7.00 -12.02
C 2.79 -6.12 -11.10
C 2.73 -6.40 -9.74
H 2.05 -7.78 -8.25
H 1.05 -9.34 -9.88
H 1.15 -8.83 -12.30
H 2.27 -6.78 -13.08
H 3.29 -5.22 -11.45
H 3.16 -5.72 -9.03
*
```

Output
**Orbital gap**: 7.23 eV
**LUMO**: -3.128 eV
**E_HOMO**: -0.381 Ha

=====

The following is a DFT calculation (ωB97M-V/def2-TZVPD) of an isolated molecule of C3H9BS.

Structure (ORCA input):
```
! wB97M-V def2-TZVPD RIJCOSX def2/J DEFGRID3
* xyz 0 1
B -0.04 0.03 -0.25
C -0.12 -1.49 -0.68
C -1.36 0.93 0.05
C 1.34 0.94 -0.04
S 2.92 -0.09 0.21
H 0.66 -1.99 -1.25
H -1.11 -1.70 -1.10
H -0.26 -2.09 0.25
H -2.22 0.55 -0.42
H -1.10 1.95 -0.25
H -1.58 0.94 1.13
H 1.51 1.70 -1.02
H 1.42 1.64 0.81
H 2.62 0.07 1.56
*
```

Output
**Orbital gap**: 9.22 eV
**LUMO**: 0.471 eV
**E_HOMO**: -0.321 Ha
**SMILES string**: CB(C)CS
**Energy relative to the best compared isomer or geometry (same formula, charge and spin)**: 26.1 kcal/mol

=====

The following is a DFT calculation (ωB97M-V/def2-TZVPD) of a cluster of 6 separate species, C16H28Br8O in total.

Structure (ORCA input):
```
! wB97M-V def2-TZVPD RIJCOSX def2/J DEFGRID3
* xyz 0 1
Br 19.47 4.58 -12.52
C 17.50 4.50 -12.28
C 17.06 5.83 -11.72
Br 15.16 5.67 -11.21
H 17.32 3.67 -11.61
H 17.12 4.30 -13.27
H 17.12 6.63 -12.44
H 17.58 6.09 -10.81
Br 23.43 8.87 -18.74
C 22.80 10.32 -17.62
C 21.83 11.18 -18.38
Br 20.53 11.99 -17.18
H 23.69 10.90 -17.37
H 22.37 9.90 -16.72
H 21.23 10.60 -19.08
H 22.32 11.97 -18.93
Br 16.92 13.21 -11.29
C 16.81 11.24 -11.23
C 16.87 10.84 -9.79
Br 16.70 8.92 -9.69
H 17.68 10.95 -11.80
H 15.87 10.99 -11.70
H 16.09 11.32 -9.22
H 17.84 11.10 -9.37
Br 17.73 9.32 -13.83
C 19.64 9.62 -14.03
C 20.33 8.33 -14.40
Br 20.24 7.96 -16.30
H 19.98 9.95 -13.05
H 19.78 10.40 -14.76
H 19.86 7.48 -13.92
H 21.37 8.28 -14.09
C 12.03 7.84 -14.32
C 11.84 9.09 -14.89
C 12.82 10.07 -14.79
C 14.00 9.78 -14.15
C 14.17 8.55 -13.52
C 13.16 7.60 -13.57
H 11.29 7.07 -14.49
H 10.92 9.32 -15.41
H 12.68 11.03 -15.27
H 14.82 10.49 -14.12
H 15.09 8.37 -12.98
H 13.32 6.64 -13.08
C 24.60 5.51 -15.87
C 23.45 6.48 -15.66
O 22.71 6.20 -14.47
H 25.19 5.82 -16.73
H 24.21 4.50 -16.05
H 25.26 5.46 -15.00
H 22.80 6.44 -16.53
H 23.86 7.48 -15.51
H 22.10 5.47 -14.65
*
```

Output
**Orbital gap**: 9.66 eV
**LUMO**: 0.385 eV
**E_HOMO**: -0.341 Ha
**SMILES string**: c1ccccc1.BrCCBr.BrCCBr.BrCCBr.BrCCBr.CCO

=====

The following is a DFT calculation (ωB97M-V/def2-TZVPD) of an isolated molecule of C4H6F2S.

Structure (ORCA input):
```
! wB97M-V def2-TZVPD RIJCOSX def2/J DEFGRID3
* xyz 0 3
C 0.44 -0.31 -1.32
C -0.02 0.35 0.13
C 1.29 -0.37 -0.06
C -1.09 -0.37 1.02
F 1.40 -1.63 0.53
F 2.51 0.18 -0.05
S -0.07 2.14 0.14
H 0.00 -1.15 -1.77
H 0.80 0.55 -2.02
H -0.71 -0.26 2.08
H -1.03 -1.37 0.48
H -2.04 0.19 0.69
H -1.47 2.04 0.15
*
```

Output
**Orbital gap (spin up / spin down)**: 5.47 / 8.03 eV
**LUMO (spin up / spin down)**: 0.791 / -3.025 eV
**E_HOMO (spin up / spin down)**: -0.172 / -0.406 Ha
**<S²>**: 2.01
**Energy relative to the best compared isomer or geometry (same formula, charge and spin)**: 0.0 kcal/mol

=====

The following is a DFT calculation (ωB97M-V/def2-TZVPD) of a structure of composition C53H48BaN2O7PSeTe.

Structure (ORCA input):
```
! wB97M-V def2-TZVPD RIJCOSX def2/J DEFGRID3
* xyz -1 1
Ba -0.66 2.09 0.35
C 4.10 2.69 5.46
C 3.02 2.16 4.56
C 1.71 2.01 4.99
C 0.73 1.48 4.15
C -0.65 1.43 4.70
O -1.02 2.24 5.53
C -1.56 0.32 4.31
C -2.88 0.59 3.96
C -3.74 -0.44 3.64
C -3.30 -1.76 3.72
C -2.00 -2.04 4.11
C -1.12 -1.00 4.38
C 1.01 1.10 2.81
O 0.07 0.63 2.06
C 2.35 1.34 2.33
C 3.30 1.82 3.24
C 2.84 1.13 0.94
N 2.05 1.07 -0.07
C 2.57 0.90 -1.42
C 3.21 -0.45 -1.71
Te 1.92 -2.14 -1.45
C 2.53 -2.64 0.50
C 3.56 -3.55 0.71
C 3.96 -3.88 2.00
C 3.34 -3.29 3.09
C 2.30 -2.39 2.89
C 1.89 -2.07 1.60
C 4.33 1.07 0.79
C 5.03 -0.06 1.20
C 6.41 -0.12 1.04
C 7.09 0.95 0.47
C 6.39 2.08 0.08
C 5.02 2.14 0.23
H 3.72 2.87 6.47
H 4.49 3.64 5.09
H 4.94 2.00 5.54
H 1.42 2.30 5.99
H -3.21 1.62 3.93
H -4.75 -0.22 3.33
H -3.97 -2.57 3.47
H -1.67 -3.07 4.19
H -0.09 -1.20 4.65
H 4.31 1.97 2.90
H 3.28 1.70 -1.67
H 1.73 1.02 -2.11
H 4.10 -0.63 -1.11
H 3.51 -0.50 -2.76
H 4.05 -4.00 -0.15
H 4.77 -4.59 2.14
H 3.66 -3.54 4.09
H 1.82 -1.92 3.73
H 1.07 -1.36 1.46
H 4.51 -0.89 1.65
H 6.95 -1.00 1.36
H 8.17 0.91 0.35
H 6.92 2.93 -0.35
H 4.47 3.03 -0.07
C 0.54 3.46 -3.00
C -0.31 3.09 -4.21
C -1.79 3.37 -3.97
C -0.06 1.64 -4.66
C -0.50 1.39 -6.11
O -1.47 0.35 -6.01
C -1.57 0.03 -4.68
N -0.83 0.66 -3.87
C -2.59 -1.03 -4.43
C -3.24 -1.53 -5.56
C -4.22 -2.50 -5.47
C -4.58 -2.99 -4.23
C -3.94 -2.50 -3.10
C -2.95 -1.52 -3.17
P -2.20 -1.02 -1.55
C -3.74 -0.63 -0.64
C -4.53 -1.54 0.06
C -5.71 -1.13 0.65
C -6.11 0.20 0.58
C -5.31 1.12 -0.07
C -4.13 0.71 -0.68
C -1.74 -2.64 -0.86
C -1.47 -3.77 -1.64
C -0.94 -4.92 -1.07
C -0.68 -4.97 0.30
C -0.95 -3.85 1.08
C -1.46 -2.70 0.51
H 0.31 4.47 -2.64
H 1.60 3.38 -3.22
H 0.34 2.78 -2.18
H 0.03 3.72 -5.05
H -2.16 2.81 -3.11
H -2.40 3.11 -4.84
H -1.94 4.42 -3.73
H 1.00 1.42 -4.53
H 0.30 1.05 -6.76
H -0.98 2.26 -6.55
H -2.96 -1.15 -6.53
H -4.69 -2.87 -6.37
H -5.34 -3.75 -4.13
H -4.22 -2.89 -2.13
H -4.21 -2.57 0.15
H -6.32 -1.85 1.19
H -7.03 0.52 1.05
H -5.57 2.17 -0.10
H -3.52 1.46 -1.17
H -1.66 -3.75 -2.70
H -0.73 -5.77 -1.69
H -0.26 -5.86 0.75
H -0.73 -3.86 2.14
H -1.62 -1.83 1.14
O -2.76 5.56 0.96
Se -1.78 4.87 -0.12
O -0.35 4.41 0.65
O -2.46 3.39 -0.56
O -1.41 5.71 -1.46
*
```

Output
**Orbital gap**: 7.24 eV
**LUMO**: 1.822 eV
**E_HOMO**: -0.199 Ha
**Energy relative to the best compared isomer or geometry (same formula, charge and spin)**: 7.3 kcal/mol

=====

Across the entries above, E takes the values -4052.1008 -542.7047 -21293.8021 -753.6871 -5721.0447 a.u., respectively.